This record from the OMol25 dataset describes a molecular structure, C53H50As2IrN5O4S3. The level of theory is ωB97M-V/def2-TZVPD.

Output
- orbital gap (spin up / spin down) (eV) = 5.6 / 4.8
- energy (eV) = -228403.9159
- expectation value of S² = 0.763
- HOMO (spin up / spin down) (eV) = -14.91 / -14.91
- spin multiplicity = 2
- total charge = +3

```
118
Properties=species:S:1:pos:R:3:mulliken_spin:R:1
Ir 0.4871 0.9076 -0.1972 0.57
O 4.1305 -1.2333 -1.0578 0.00
C 3.1159 -0.4094 -0.7624 0.02
O 2.0722 -0.4120 -1.4818 0.00
C 3.2880 0.4609 0.3390 -0.01
C 4.3231 0.3370 1.2892 0.01
C 4.4317 1.2397 2.3078 0.00
C 3.4661 2.2683 2.4162 0.00
C 2.4433 2.2970 1.5068 0.01
N 2.3318 1.4602 0.4643 -0.02
C 1.2770 3.2993 1.6333 0.01
O 1.4704 4.3414 2.2096 -0.01
O 0.2108 2.8765 1.0932 -0.04
H 3.9119 -1.7637 -1.8395 0.00
H 4.9957 -0.4973 1.1822 0.00
H 5.2278 1.1766 3.0299 0.00
H 3.5222 3.0126 3.1920 0.00
C 4.3102 2.7338 -4.2224 0.00
As 3.6745 2.3683 -2.3915 0.00
C 5.4058 2.2653 -1.4674 0.00
C 3.0133 4.1391 -1.8480 0.00
C 3.9163 5.1927 -1.8070 0.00
C 3.4770 6.4450 -1.4057 0.00
C 2.1625 6.6338 -1.0222 0.00
C 1.2634 5.5803 -1.0534 0.00
C 1.6853 4.3315 -1.5011 0.00
As 0.4072 2.8823 -1.7640 0.02
C -1.3037 3.7892 -1.6218 0.00
C 0.4700 2.6745 -3.7259 0.00
H 4.8979 3.6529 -4.2119 0.00
H 3.4803 2.8526 -4.9176 0.00
H 4.9399 1.9122 -4.5660 0.00
H 6.1409 2.9035 -1.9593 0.00
H 5.7705 1.2382 -1.4894 0.00
H 5.2951 2.5714 -0.4285 0.00
H 4.9563 5.0483 -2.0719 0.00
H 4.1796 7.2651 -1.3763 0.00
H 1.8287 7.6062 -0.6940 0.00
H 0.2437 5.7303 -0.7240 0.00
H -1.5752 3.8991 -0.5717 0.00
H -2.0538 3.1844 -2.1304 0.00
H -1.2704 4.7672 -2.1112 0.00
H 0.7515 3.6213 -4.1958 0.00
H -0.5268 2.3979 -4.0728 0.00
H 1.1726 1.8962 -4.0270 0.00
N -1.2281 0.2950 -0.9076 0.22
S -2.1871 -0.7807 -1.3253 0.02
N -2.1989 -2.1921 -0.5258 0.03
S -1.3400 -2.7331 0.6585 -0.01
N -1.4211 -1.9289 1.9923 0.03
S -0.5123 -0.6421 2.4225 0.03
N 0.5257 -0.3173 1.3866 0.09
C -1.7298 0.5987 2.8865 -0.01
C -2.8768 0.7210 2.1258 0.00
C -3.8219 1.6660 2.4902 0.00
C -3.6046 2.4629 3.6052 0.00
C -2.4473 2.3288 4.3571 0.00
C -1.4932 1.3900 3.9967 0.00
C 0.2522 -1.1993 3.9502 0.00
C -0.4909 -2.0489 4.7536 0.00
C 0.0640 -2.5055 5.9370 0.00
C 1.3339 -2.0880 6.3091 0.00
C 2.0612 -1.2270 5.5003 0.00
C 1.5230 -0.7780 4.3043 0.00
C -2.0632 -4.3191 1.0351 0.01
C -1.6382 -4.9676 2.1855 0.00
C -2.1695 -6.2096 2.4901 0.00
C -3.1079 -6.7889 1.6481 0.00
C -3.5082 -6.1384 0.4905 0.00
C -2.9789 -4.8985 0.1717 0.00
C 0.3374 -3.0920 0.1378 0.01
C 0.5446 -3.4068 -1.1931 0.00
C 1.7817 -3.8943 -1.5803 0.00
C 2.7896 -4.0577 -0.6407 0.00
C 2.5728 -3.7115 0.6857 0.00
C 1.3351 -3.2357 1.0867 -0.01
C -1.9215 -1.3186 -3.0286 0.05
C -2.9494 -1.9884 -3.6683 0.00
C -2.7435 -2.4627 -4.9542 0.00
C -1.5151 -2.2789 -5.5703 0.00
C -0.4972 -1.6003 -4.9159 0.00
C -0.6966 -1.1009 -3.6372 -0.01
C -3.8947 -0.2214 -1.1944 -0.01
C -4.1182 1.1363 -1.3419 0.00
C -5.4156 1.6219 -1.3283 0.00
C -6.4751 0.7390 -1.1695 0.00
C -6.2369 -0.6166 -0.9875 0.00
C -4.9390 -1.1079 -0.9931 0.00
H -3.0226 0.0734 1.2729 0.00
H -4.7234 1.7724 1.9056 0.00
H -4.3428 3.1945 3.8912 0.00
H -2.2812 2.9496 5.2238 0.00
H -0.5866 1.2718 4.5701 0.00
H -1.4812 -2.3403 4.4401 0.00
H -0.4992 -3.1762 6.5675 0.00
H 1.7512 -2.4316 7.2414 0.00
H 3.0430 -0.9011 5.8051 0.00
H 2.0717 -0.1152 3.6541 -0.01
H -0.9104 -4.4991 2.8291 0.00
H -1.8507 -6.7271 3.3812 0.00
H -3.5174 -7.7569 1.8906 0.00
H -4.2287 -6.5991 -0.1663 0.00
H -3.2637 -4.3774 -0.7275 0.00
H -0.2562 -3.2917 -1.9071 0.00
H 1.9426 -4.1628 -2.6120 0.00
H 3.7474 -4.4570 -0.9390 0.00
H 3.3597 -3.8261 1.4143 0.00
H 1.1478 -2.9727 2.1171 0.00
H -3.8955 -2.1359 -3.1721 0.00
H -3.5441 -2.9720 -5.4675 0.00
H -1.3569 -2.6629 -6.5657 0.00
H 0.4544 -1.4613 -5.4029 0.00
H 0.0782 -0.5661 -3.1049 -0.01
H -3.2624 1.7832 -1.4405 0.00
H -5.6012 2.6804 -1.4421 0.00
H -7.4899 1.1091 -1.1848 0.00
H -7.0680 -1.2902 -0.8427 0.00
H -4.7355 -2.1531 -0.8255 0.00
```